No. 1
Below is one molecule with the formula C3H3N3 in a non-equilibrium geometry, with properties calculated with the ωB97M-V functional and the def2-TZVPD basis.

Values from the calculation:
E (eV): -7625.1886
Molar mass (g mol⁻¹): 81.08
HOMO-LUMO gap (spin up / spin down) (eV): 7.41 / 8.78

ORCA input file:
```
! RIJCOSX wB97M-V def2-TZVPD def2/J DEFGRID3
* xyz 0 1
C 0.01 0.80 0.18
C 1.17 0.20 0.06
N 1.20 -1.25 0.14
N 0.39 -2.07 0.29
N -1.62 -1.10 0.23
C -1.34 0.11 -0.02
H -0.05 1.88 0.13
H 2.15 0.62 -0.11
H -1.91 0.83 -0.63
*
```

=====

No. 2
Below is one molecule with the formula C2H2N2O2 in a non-equilibrium geometry, with properties calculated with the ωB97M-V functional and the def2-TZVPD basis.

Values from the calculation:
E (eV): -9178.8815
Molar mass (g mol⁻¹): 86.05
HOMO-LUMO gap (eV): 10.79

ORCA input file:
```
! RIJCOSX wB97M-V def2-TZVPD def2/J DEFGRID3
* xyz 0 1
C 1.08 -0.11 0.17
C -1.17 -0.65 0.07
H 0.49 1.91 -0.40
H -2.01 -1.34 -0.10
N 0.36 0.98 0.41
N -1.09 0.65 -0.17
O 2.23 -0.28 -0.13
O 0.11 -1.15 0.17
*
```

=====

No. 3
Below is a 10-piece molecular cluster, C53H80BrCl18NO4 overall in a non-equilibrium geometry, with properties calculated with the ωB97M-V functional and the def2-TZVPD basis.

Values from the calculation:
E (eV): -361385.7219
Molar mass (g mol⁻¹): 1513.28
HOMO-LUMO gap (eV): 7.55

ORCA input file:
```
! RIJCOSX wB97M-V def2-TZVPD def2/J DEFGRID3
* xyz 0 1
C 1.15 -2.61 5.03
C 0.83 -2.34 3.77
C 1.82 -1.91 2.77
C 3.10 -2.48 2.77
C 4.04 -2.11 1.82
C 3.77 -1.16 0.85
N 4.69 -0.76 -0.19
C 6.10 -1.08 0.11
C 4.37 -1.46 -1.42
C 3.70 -2.81 -1.38
O 4.68 -0.96 -2.46
C 2.51 -0.56 0.86
C 1.56 -0.94 1.80
C 0.21 -0.29 1.70
O -0.39 0.07 2.68
C -0.28 -0.10 0.29
C 0.69 0.32 -0.64
C 0.36 0.56 -1.99
C 1.41 1.07 -2.94
C 1.21 2.58 -3.20
C 1.05 3.44 -1.94
C 2.29 4.33 -1.66
C -0.20 4.34 -2.10
C -0.80 4.72 -0.73
C -0.05 5.83 -0.03
C 0.20 5.82 1.28
C -0.54 4.98 2.28
C 1.32 6.67 1.84
C -0.96 0.31 -2.37
C -1.92 -0.11 -1.45
C -3.31 -0.33 -2.01
C -3.53 -1.77 -2.51
C -3.38 -1.79 -4.03
O -4.89 -2.10 -2.19
C -1.61 -0.31 -0.09
C -2.70 -0.75 0.86
Br -3.33 0.75 1.96
C -2.36 -2.05 1.63
C -2.82 -2.13 3.08
C 2.09 0.49 -0.12
O 2.80 1.40 -0.43
H 0.51 -3.26 5.62
H 2.03 -2.15 5.46
H -0.21 -2.45 3.48
H 3.32 -3.22 3.53
H 5.01 -2.59 1.88
H 6.28 -2.12 0.39
H 6.51 -0.38 0.84
H 6.66 -0.91 -0.81
H 2.61 -2.72 -1.31
H 3.91 -3.29 -2.33
H 4.09 -3.44 -0.59
H 2.41 0.80 -2.65
H 1.24 0.57 -3.90
H 2.11 2.92 -3.72
H 0.39 2.70 -3.90
H 0.88 2.86 -1.04
H 2.07 5.38 -1.77
H 3.13 4.01 -2.27
H 2.60 4.18 -0.63
H 0.06 5.26 -2.62
H -0.97 3.78 -2.63
H -0.78 3.84 -0.09
H -1.84 5.03 -0.84
H 0.29 6.70 -0.60
H -1.36 4.45 1.81
H -0.89 5.61 3.09
H 0.14 4.21 2.66
H 1.99 7.00 1.05
H 1.91 6.03 2.49
H 0.95 7.52 2.42
H -1.28 0.47 -3.40
H -3.45 0.36 -2.84
H -4.10 -0.12 -1.29
H -2.83 -2.48 -2.04
H -4.24 -1.25 -4.42
H -2.50 -1.21 -4.30
H -3.33 -2.79 -4.44
H -4.94 -3.03 -1.94
H -3.55 -0.98 0.24
H -1.31 -2.29 1.54
H -2.88 -2.85 1.10
H -3.90 -2.17 3.18
H -2.42 -1.33 3.70
H -2.45 -3.07 3.49
Cl -5.41 -1.50 -6.99
C -7.19 -1.37 -7.02
C -7.83 -2.11 -5.87
Cl -7.64 -3.88 -6.02
H -7.54 -1.75 -7.98
H -7.44 -0.31 -6.95
H -8.90 -1.90 -5.85
H -7.40 -1.81 -4.92
Cl 9.24 -2.58 3.04
C 10.10 -3.22 1.61
C 9.27 -3.09 0.36
Cl 7.85 -4.15 0.37
H 10.35 -4.26 1.81
H 11.02 -2.65 1.51
H 9.87 -3.37 -0.51
H 8.93 -2.06 0.22
Cl -3.08 6.36 1.47
C -4.85 6.32 1.26
C -5.52 5.48 2.31
Cl -5.14 3.75 2.13
H -5.06 5.94 0.26
H -5.21 7.35 1.32
H -6.60 5.58 2.23
H -5.22 5.79 3.31
Cl 3.73 8.36 2.98
C 4.35 7.74 4.53
C 5.30 6.58 4.35
Cl 4.48 5.12 3.74
H 3.49 7.45 5.14
H 4.86 8.56 5.02
H 5.75 6.32 5.30
H 6.09 6.83 3.65
Cl -2.53 -1.23 -7.80
C -0.79 -0.86 -7.87
C -0.19 -0.65 -6.50
Cl -0.77 0.85 -5.72
H -0.66 0.02 -8.49
H -0.30 -1.70 -8.35
H 0.90 -0.56 -6.58
H -0.41 -1.48 -5.83
Cl -1.53 0.72 -11.91
C -0.88 2.37 -12.00
C 0.37 2.53 -11.18
Cl 0.03 2.42 -9.43
H -1.66 3.06 -11.68
H -0.65 2.57 -13.05
H 0.81 3.51 -11.35
H 1.11 1.77 -11.42
Cl 3.31 -6.66 7.27
C 2.00 -6.38 8.45
C 0.63 -6.47 7.83
Cl 0.32 -5.12 6.71
H 2.16 -5.41 8.90
H 2.10 -7.14 9.23
H -0.12 -6.42 8.61
H 0.51 -7.40 7.29
Cl 2.01 -3.61 11.22
C 0.29 -3.24 10.91
C -0.62 -3.88 11.92
Cl -0.66 -5.66 11.74
H 0.06 -3.56 9.90
H 0.19 -2.15 10.96
H -1.64 -3.53 11.77
H -0.32 -3.65 12.94
Cl -4.55 -5.65 -1.33
C -5.95 -5.51 -0.23
C -7.25 -5.83 -0.92
Cl -7.67 -4.60 -2.14
H -5.96 -4.50 0.18
H -5.79 -6.21 0.59
H -8.06 -5.86 -0.20
H -7.20 -6.79 -1.42
*
```

=====

No. 4
Below is one molecule with the formula C4H6O in a non-equilibrium geometry, with properties calculated with the ωB97M-V functional and the def2-TZVPD basis.

Values from the calculation:
E (eV): -6288.6022
Molar mass (g mol⁻¹): 70.09
HOMO-LUMO gap (eV): 10.48

ORCA input file:
```
! RIJCOSX wB97M-V def2-TZVPD def2/J DEFGRID3
* xyz 0 1
C 1.36 -0.01 0.13
C -0.12 0.56 0.40
C -1.03 0.13 -0.70
O -0.57 -1.23 -0.54
C 0.23 -0.84 0.60
H 1.50 1.01 0.45
H 1.65 -0.20 -0.90
H -0.28 1.27 1.21
H -0.82 0.55 -1.69
H -2.08 0.26 -0.43
H 0.16 -1.48 1.47
*
```

=====

No. 5
Below is an isolated ion of composition CH5N2O and charge -1 in a non-equilibrium geometry, with properties calculated with the ωB97M-V functional and the def2-TZVPD basis.

Values from the calculation:
E (eV): -6142.6197
Molar mass (g mol⁻¹): 61.06
HOMO-LUMO gap (eV): 6.84

ORCA input file:
```
! RIJCOSX wB97M-V def2-TZVPD def2/J DEFGRID3
* xyz -1 1
C -0.33 0.96 0.37
N 0.73 -0.68 -0.99
N -0.53 -0.35 -0.32
O -0.67 -1.31 0.77
H 0.13 1.01 1.28
H 0.13 1.75 -0.27
H -1.38 1.03 0.66
H 1.42 -0.72 -0.25
H 0.51 -1.70 -1.25
*
```

=====

No. 6
Below is C36H72O16S2 as an isolated structure in a non-equilibrium geometry, with properties calculated with the ωB97M-V functional and the def2-TZVPD basis.

Values from the calculation:
E (eV): -92895.9656
Molar mass (g mol⁻¹): 825.09
HOMO-LUMO gap (eV): 7.71

ORCA input file:
```
! RIJCOSX wB97M-V def2-TZVPD def2/J DEFGRID3
* xyz 0 1
C -9.44 8.02 8.16
C -10.04 6.74 8.78
O -11.05 7.35 9.54
S -10.42 8.65 10.37
O -9.67 8.24 11.53
O -11.54 9.53 10.59
O -9.46 9.05 9.05
H -10.06 8.44 7.36
H -8.43 7.79 7.82
H -9.27 6.18 9.31
H -10.50 6.15 8.00
C -9.43 10.81 11.68
C -8.75 9.90 12.78
O -8.91 10.59 13.96
S -10.40 11.22 13.99
O -10.30 12.47 14.66
O -11.40 10.21 14.33
O -10.51 11.42 12.35
H -9.72 10.28 10.77
H -8.71 11.53 11.28
H -7.70 9.86 12.49
H -9.03 8.85 12.80
C -6.99 13.37 17.91
C -6.96 13.16 16.44
C -8.29 12.63 16.05
O -9.19 13.19 16.96
C -8.50 13.46 18.20
H -6.40 14.24 18.19
H -6.71 12.52 18.54
H -6.25 12.40 16.15
H -6.71 14.09 15.93
H -8.29 11.55 16.22
H -8.53 12.68 14.99
H -8.78 12.67 18.90
H -8.83 14.47 18.44
C -12.61 12.57 11.24
C -12.03 11.90 10.09
C -10.86 12.75 9.77
O -11.59 14.00 9.82
C -12.53 14.01 10.85
H -12.09 12.27 12.15
H -13.64 12.20 11.29
H -12.83 11.81 9.36
H -11.61 10.92 10.30
H -10.45 12.61 8.77
H -10.20 12.74 10.65
H -13.50 14.25 10.42
H -12.23 14.63 11.69
C -6.52 11.94 13.88
C -6.51 10.73 14.66
C -5.57 9.91 13.82
O -5.91 10.13 12.46
C -6.38 11.47 12.41
H -5.61 12.46 14.18
H -7.42 12.51 14.09
H -7.49 10.27 14.74
H -6.09 10.98 15.64
H -5.72 8.87 14.10
H -4.50 10.03 14.02
H -7.32 11.70 11.90
H -5.66 12.10 11.89
C -6.92 8.40 9.76
C -6.83 9.43 8.67
C -7.63 10.58 9.36
O -7.31 10.50 10.76
C -6.75 9.15 11.05
H -6.28 7.52 9.69
H -7.91 7.96 9.77
H -7.34 9.13 7.76
H -5.79 9.74 8.56
H -8.68 10.44 9.13
H -7.43 11.57 8.93
H -7.37 8.78 11.87
H -5.68 9.33 11.19
C -6.42 14.39 9.79
C -6.83 13.08 10.45
C -8.35 13.13 10.44
O -8.66 13.95 9.27
C -7.51 14.63 8.76
H -5.42 14.27 9.38
H -6.39 15.22 10.50
H -6.41 13.01 11.46
H -6.40 12.25 9.88
H -8.65 13.59 11.38
H -8.78 12.14 10.35
H -7.61 15.71 8.75
H -7.28 14.21 7.77
C -12.84 14.43 14.75
C -14.10 13.59 14.97
C -13.73 12.99 16.25
O -12.32 12.99 16.48
C -11.78 13.54 15.25
H -12.95 15.34 15.34
H -12.69 14.81 13.74
H -14.25 12.91 14.13
H -15.04 14.13 15.03
H -14.28 12.08 16.50
H -14.01 13.76 16.97
H -11.44 12.80 14.53
H -10.89 14.05 15.63
C -12.08 8.06 14.94
C -10.63 7.62 15.06
C -10.48 6.66 13.87
O -11.70 6.04 13.81
C -12.77 6.95 14.11
H -12.12 9.06 14.52
H -12.50 8.20 15.94
H -10.47 7.17 16.04
H -9.97 8.45 14.83
H -9.65 5.95 13.91
H -10.36 7.17 12.92
H -13.55 6.35 14.57
H -13.23 7.41 13.23
C -9.55 15.29 14.28
C -8.05 15.20 14.56
C -7.45 14.93 13.17
O -8.41 14.14 12.52
C -9.70 14.56 12.96
H -9.74 16.36 14.19
H -10.17 14.89 15.08
H -7.81 14.37 15.23
H -7.61 16.14 14.88
H -6.49 14.41 13.24
H -7.34 15.90 12.69
H -10.35 13.69 12.96
H -10.12 15.27 12.24
*
```